Record 1
16
Properties=species:S:1:pos:R:3:lowdin_charge:R:1 method="wB97M-V/def2-TZVPD" total_charge=-1 relative_energy_kj_mol=685.59 multiplicity=1 orbital_gap_ev=6.691
C -1.4290 -1.5789 0.2567 -0.18
C -1.6844 0.8016 0.1214 -0.25
C 2.3242 1.0096 -0.4490 -0.27
N -1.1552 -0.2831 0.8915 -0.51
N 1.4310 -0.0584 -0.1669 -0.62
O 2.2568 -1.5709 -0.6275 -0.51
S 0.6001 -0.0645 1.1754 0.82
H -0.7728 -2.0040 -0.4758 0.06
H -1.4781 -2.2219 1.1697 0.08
H -2.3858 -1.5647 -0.1480 0.03
H -2.7376 0.7845 0.1574 0.04
H -1.2947 1.7047 0.6385 0.06
H -1.3231 1.0039 -0.9359 0.09
H 2.8580 0.7231 -1.3512 0.06
H 1.7515 2.0202 -0.5095 0.08
H 3.0390 1.2989 0.2531 0.02

=====

Record 2
16
Properties=species:S:1:pos:R:3:lowdin_charge:R:1 method="wB97M-V/def2-TZVPD" total_charge=+1 relative_energy_kj_mol=531.31 multiplicity=1 orbital_gap_ev=10.190
C -1.2506 0.7240 1.0456 0.01
C -2.2283 -0.1746 -0.7286 -0.08
C 2.5296 0.8683 -0.7642 0.15
N 0.7702 -2.1866 1.2768 -0.26
N -1.2107 -0.2298 0.2825 -0.23
O 1.5191 -0.3894 -0.3872 -0.52
S 0.4968 -1.5713 -0.0563 1.06
H -0.5793 0.5791 1.8746 0.09
H -1.9374 1.6106 0.8290 0.14
H -2.6282 -1.1357 -0.5931 0.08
H -1.7542 -0.1408 -1.7629 0.13
H -2.9226 0.5918 -0.5939 0.07
H 2.1434 1.1185 -1.7427 0.08
H 2.0472 1.5992 -0.1331 0.08
H 3.5671 0.5675 -0.5895 0.10
H 1.4378 -1.8307 2.0430 0.10

=====

Record 3
16
Properties=species:S:1:pos:R:3:lowdin_charge:R:1 method="wB97M-V/def2-TZVPD" total_charge=+1 relative_energy_kj_mol=300.36 multiplicity=1 orbital_gap_ev=9.893
C 0.0863 -0.0743 0.4257 -0.34
C -1.9819 1.2695 0.2527 -0.01
C 2.0055 -1.0093 -0.9705 -0.16
N -0.5566 1.0165 0.1212 0.01
N -0.6921 -1.4498 0.6393 0.17
O 2.0202 1.4823 0.1303 -0.48
S 1.8726 0.0849 0.5508 1.01
H -2.3732 0.5335 1.0152 0.11
H -2.1826 2.3855 0.4253 0.14
H -2.5277 0.9820 -0.7047 0.12
H 1.1209 -0.8695 -1.5780 0.06
H 2.1739 -1.9779 -0.4797 0.07
H 2.8140 -0.7228 -1.5816 0.05
H 0.0814 1.7159 -0.1534 0.11
H -1.6087 -1.2637 0.5716 0.00
H -0.2521 -2.1026 1.3358 0.13

=====

Record 4
15
Properties=species:S:1:pos:R:3:lowdin_charge:R:1 method="wB97M-V/def2-TZVPD" smiles="C/N=C(/C)PN" relative_energy_kj_mol=212.71 multiplicity=1 orbital_gap_ev=9.026
C 0.3867 -0.1164 -0.1207 -0.52
C 1.1035 1.0616 -0.7348 -0.12
C 0.0092 -2.3869 0.1775 -0.27
N 0.8432 -1.4330 -0.5113 -0.05
N -1.4369 1.9211 0.7531 -0.30
P -1.1319 0.1772 0.8699 0.84
H 0.4010 1.9390 -0.5816 0.05
H 1.9798 1.0500 -0.0534 0.08
H 1.3473 0.8053 -1.7599 0.07
H -0.3261 -1.9344 1.1219 -0.01
H 0.7681 -3.2676 0.1191 0.10
H -0.8648 -2.7760 -0.4047 0.08
H -2.4522 2.2251 1.0191 0.08
H -0.7572 2.2960 1.4392 0.02
H -1.9973 -0.3252 -0.0783 -0.05

=====

Record 5
15
Properties=species:S:1:pos:R:3:lowdin_charge:R:1 method="wB97M-V/def2-TZVPD" total_charge=+1 relative_energy_kj_mol=178.33 multiplicity=1 orbital_gap_ev=8.918
C -1.3763 1.4748 1.2690 -0.22
C 1.6059 -1.5052 -0.8355 -0.10
C 1.6441 -2.8206 -0.8337 -0.06
N -2.6806 1.3593 1.2092 0.20
N -0.6455 2.1094 0.3907 -0.32
S 1.0919 2.1007 0.4503 0.87
H -0.8510 1.0113 2.0975 0.16
H 2.3798 -0.9088 -1.2899 0.04
H 0.7939 -0.9583 -0.3821 0.01
H 1.2446 3.2668 -0.2024 -0.10
H 2.4512 -3.3721 -1.2819 0.05
H 0.8678 -3.4091 -0.3743 0.05
H -3.1836 0.8560 1.9260 0.14
H -3.2269 1.7719 0.4654 0.14
H -1.0832 2.5379 -0.4190 0.13

=====

Record 6
15
Properties=species:S:1:pos:R:3:lowdin_charge:R:1 method="wB97M-V/def2-TZVPD" total_charge=+1 smiles=SN1CC[NH2+]C1 relative_energy_kj_mol=240.90 multiplicity=1 orbital_gap_ev=9.589
C -0.6713 0.9936 0.4328 -0.19
C -0.0183 -0.0248 1.4394 -0.04
C 1.0103 -0.1360 -0.8264 -0.11
N -0.4283 0.4692 -0.9163 -0.52
N 0.8722 -0.8018 0.5358 0.06
S -1.5500 -0.7024 -1.5234 0.79
H -1.7108 1.1482 0.3991 0.09
H -0.2834 2.0224 0.3472 0.14
H 0.5203 0.5691 2.0543 0.09
H -0.7132 -0.8284 1.8088 0.16
H 1.3227 -0.8415 -1.5914 0.12
H 1.6061 0.7938 -1.0019 0.15
H 1.8201 -1.0602 0.7919 0.18
H 0.4617 -1.7227 0.3666 0.17
H -2.2380 0.1215 -2.3164 -0.12

=====

Record 7
16
Properties=species:S:1:pos:R:3:lowdin_charge:R:1 method="wB97M-V/def2-TZVPD" total_charge=+1 smiles="C=C[C@@](N)([NH3+])SS" relative_energy_kj_mol=161.72 multiplicity=1 orbital_gap_ev=9.706
C 1.4699 -1.8715 0.2345 0.04
C 1.3069 -0.5599 0.1621 -0.22
C 0.1102 0.2217 0.0191 -0.80
N -0.1398 1.3422 1.0822 0.06
N 0.1208 0.9679 -1.2081 0.16
S -2.8190 0.2256 -0.2429 0.42
S -1.3089 -1.0654 -0.0237 0.56
H 2.3783 -2.4891 0.4418 0.11
H 0.6338 -2.5168 0.4159 0.02
H 2.2062 0.0518 -0.2095 0.15
H 0.4390 1.0181 1.8920 0.11
H -1.1406 1.2375 1.2350 0.00
H 1.0795 1.1095 -1.6090 0.19
H -0.4589 0.5579 -2.0239 0.19
H -0.3908 1.8645 -0.9920 0.17
H -3.4866 -0.0940 0.8264 -0.17

=====

Record 8
15
Properties=species:S:1:pos:R:3:lowdin_charge:R:1 method="wB97M-V/def2-TZVPD" relative_energy_kj_mol=284.75 multiplicity=1 orbital_gap_ev=9.260
C 1.4553 -0.1932 -0.8139 -0.27
N -0.0956 -0.6011 -0.5504 -0.03
C -0.9145 0.2760 0.2039 -0.49
N -0.2741 0.7772 1.3325 0.10
N 2.0286 -1.2182 -0.0297 -0.10
C -2.1142 0.6895 -0.2225 0.02
H -0.5841 -0.9395 -1.3738 0.12
H -0.8552 1.3383 1.9354 0.09
H 0.3317 0.1275 1.8116 0.08
H 0.8005 -1.6247 0.0006 0.17
H 2.2427 -0.8785 0.9036 0.02
H 1.5802 -0.3640 -1.8880 0.10
H 1.6053 0.8376 -0.4851 0.10
H -2.7078 1.3745 0.3619 0.04
H -2.4987 0.3985 -1.1861 0.04